(a)
Molecular formula: C3H12N2O
Method: DFT, ωB97M-V/def2-TZVPD

lowest unoccupied orbital energy: 0.9045 eV
E_HOMO: -9.095 eV
SMILES string: C[C@H](N)CN.O

CARTESIAN COORDINATES (ANGSTROEM)
C1 -0.24155 0.13887 -2.21500
C2 -0.25943 -0.01660 -0.70573
N1 0.45209 1.07263 0.01236
C3 0.28700 -1.39894 -0.44419
N2 0.46033 -1.75413 0.97937
H1 -0.53685 1.12367 -2.54904
H2 0.77889 0.03083 -2.48469
H3 -0.75759 -0.63346 -2.66934
H4 -1.32759 0.06667 -0.28423
H5 1.00873 0.75449 0.84008
H6 1.09208 1.63446 -0.55803
H7 1.31080 -1.29065 -0.96415
H8 -0.26665 -2.25933 -0.85877
H9 -0.33532 -1.48836 1.55722
H10 1.33536 -1.77956 1.44062
O1 -1.08060 2.00068 3.40829
H11 -0.90233 2.59340 2.63698
H12 -1.01737 1.20533 2.85825

***

(b)
Molecular formula: C3H12N2O
Method: DFT, ωB97M-V/def2-TZVPD

lowest unoccupied orbital energy: 0.9272 eV
E_HOMO: -8.639 eV
SMILES string: NCCCN.O

CARTESIAN COORDINATES (ANGSTROEM)
N1 2.16011 2.71309 0.77539
C1 2.41558 1.55563 -0.08022
C2 1.16954 1.02674 -0.81061
C3 0.90304 -0.46133 -0.57537
N2 -0.38169 -0.86543 -1.09702
H1 2.56727 3.56691 0.40237
H2 2.59848 2.71090 1.68570
H3 3.40791 1.52360 -0.55278
H4 2.61456 0.80469 0.68801
H5 1.13823 1.23815 -1.90525
H6 0.34247 1.66801 -0.48770
H7 1.71647 -0.93836 -1.12941
H8 0.91957 -0.66589 0.49661
H9 -0.56544 -0.59932 -2.05092
H10 -1.13951 -0.76279 -0.44706
O1 -5.25448 -3.48633 1.38099
H11 -5.45759 -2.57816 1.14251
H12 -5.52035 -3.37650 2.30577

***

(c)
Molecular formula: C3H12N2O
Method: DFT, ωB97M-V/def2-TZVPD

lowest unoccupied orbital energy: 0.9649 eV
E_HOMO: -8.768 eV
SMILES string: CCNCN.O

CARTESIAN COORDINATES (ANGSTROEM)
C1 2.41052 -0.68329 -0.74211
C2 0.92569 -0.86952 -0.24578
N1 0.27250 0.41327 0.01082
C3 -0.95871 0.59054 -0.79867
N2 -1.67604 1.85324 -0.33633
H1 2.58282 -1.56649 -1.49173
H2 3.03148 -0.68628 0.10318
H3 2.65185 0.24166 -1.23544
H4 0.22221 -1.50611 -0.89959
H5 1.13528 -1.25803 0.80463
H6 1.03766 1.07122 -0.00844
H7 -1.55536 -0.25292 -0.54978
H8 -0.77075 0.61231 -1.92010
H9 -1.73703 1.72427 0.67955
H10 -1.19807 2.69388 -0.75962
O1 -1.99145 -0.88912 2.73784
H11 -2.84345 -1.08710 2.62847
H12 -1.53917 -0.40152 2.02312

***

(d)
Molecular formula: C3H12N2O
Method: DFT, ωB97M-V/def2-TZVPD

lowest unoccupied orbital energy: 0.6616 eV
E_HOMO: -9.203 eV
SMILES string: NCCCN.O

CARTESIAN COORDINATES (ANGSTROEM)
N1 1.89371 0.31424 -2.04955
C1 2.06945 0.47460 -0.61126
C2 1.27054 -0.46529 0.24177
C3 -0.22015 -0.47808 -0.07211
N2 -0.55142 -1.26508 -1.27283
H1 0.92050 0.32963 -2.32989
H2 2.30746 1.11276 -2.50230
H3 3.14176 0.34083 -0.43192
H4 1.75505 1.47182 -0.25483
H5 1.46055 -0.18388 1.28158
H6 1.62017 -1.50048 0.14605
H7 -0.76262 -0.83860 0.77067
H8 -0.54140 0.54167 -0.24330
H9 -0.84140 -0.68135 -2.04000
H10 0.23894 -1.81723 -1.55429
O1 -4.94748 0.74491 3.76004
H11 -4.69430 1.12029 2.90778
H12 -4.11935 0.77924 4.25438

***

Which structure is most stable, and how do the rest compare? From most to least stable: (d), (a), (b), (c).

***

(a)
Molecular formula: C3H12N2O
Method: DFT, ωB97M-V/def2-TZVPD

lowest unoccupied orbital energy: 0.5626 eV
E_HOMO: -9.734 eV
SMILES string: CCO.NCN

CARTESIAN COORDINATES (ANGSTROEM)
C1 1.91747 -1.44046 -1.79574
C2 1.15740 -0.12699 -1.98355
O1 1.94528 0.66163 -2.81656
H1 2.99274 -1.42157 -2.20563
H2 1.57581 -2.04506 -2.58339
H3 1.68950 -1.84873 -0.77574
H4 0.15458 -0.30789 -2.32016
H5 1.05168 0.46983 -1.03830
H6 1.41239 1.48136 -2.89666
N1 -0.94971 1.27105 1.99282
C3 -1.68454 0.03463 1.77776
N2 -2.38753 -0.46581 2.92843
H7 -1.37330 1.84946 1.15167
H8 -0.04550 1.28641 1.49580
H9 -1.09069 -0.81183 1.43338
H10 -2.40313 0.15708 0.94463
H11 -2.75282 0.37397 3.30442
H12 -1.75485 -0.91587 3.58285

***

(b)
Molecular formula: C3H12N2O
Method: DFT, ωB97M-V/def2-TZVPD

lowest unoccupied orbital energy: 0.3145 eV
E_HOMO: -9.187 eV

CARTESIAN COORDINATES (ANGSTROEM)
N1 0.62262 1.23950 0.33062
C1 -0.22992 0.03114 -0.92312
C2 -0.19847 0.70063 -2.25193
C3 0.29779 -1.36470 -0.75147
N2 0.38306 -1.71374 0.66442
H1 1.43115 1.28078 0.95393
H2 -1.15896 0.18290 -0.40991
H3 0.89499 0.76677 -0.52200
H4 0.76981 0.60486 -2.75070
H5 -0.42694 1.74645 -2.09898
H6 -0.98327 0.31522 -2.90089
H7 -0.38555 -2.09458 -1.21269
H8 1.25528 -1.47874 -1.28043
H9 0.80070 -0.91717 1.12985
H10 1.02108 -2.48283 0.80975
H11 -0.38095 1.19999 1.81770
H12 -1.34017 0.16334 2.34221
O1 -0.97514 1.01979 2.57610

***

(c)
Molecular formula: C3H12N2O
Method: DFT, ωB97M-V/def2-TZVPD

lowest unoccupied orbital energy: 0.9797 eV
E_HOMO: -8.841 eV
SMILES string: CCNCN.O

CARTESIAN COORDINATES (ANGSTROEM)
C1 -1.24048 0.34881 -2.26559
C2 -0.75293 0.73256 -0.87320
N1 -0.16566 -0.43982 -0.15759
C3 1.24709 -0.36052 0.15263
N2 1.65852 -1.36545 1.10419
H1 -1.33024 1.24148 -2.88634
H2 -2.15805 -0.21555 -2.25799
H3 -0.45078 -0.25473 -2.71949
H4 0.04926 1.46542 -0.97891
H5 -1.52839 1.10732 -0.20990
H6 -0.42168 -1.26058 -0.68836
H7 1.42966 0.63251 0.52992
H8 1.94022 -0.38855 -0.69860
H9 1.14433 -1.36859 1.96744
H10 1.81139 -2.21697 0.60876
O1 -0.75627 0.95045 3.12054
H11 -0.18428 0.82821 3.88446
H12 -0.29169 0.56403 2.36803

***

Which structure is most stable, and how do the rest compare? From most to least stable: (c), (a), (b).

***

(a)
Molecular formula: C3HN3O2
Method: DFT, ωB97M-V/def2-TZVPD

lowest unoccupied orbital energy: -0.2672 eV
E_HOMO: -10.176 eV
SMILES string: N#Cc1onnc1O

CARTESIAN COORDINATES (ANGSTROEM)
N1 -3.18828 -0.07363 -0.03786
C1 -1.99785 0.01673 -0.02656
C2 -0.59666 -0.26855 -0.08300
O1 -0.17041 -1.58642 0.02893
N2 1.14328 -1.63316 -0.03529
N3 1.65317 -0.48345 -0.09430
C3 0.56933 0.45091 -0.00128
O2 0.79408 1.70631 -0.05271
H1 1.79333 1.87125 0.30207

***

(b)
Molecular formula: C3HN3O2
Method: DFT, ωB97M-V/def2-TZVPD

lowest unoccupied orbital energy (alpha / beta): -3.5243 / -2.5114 eV
E_HOMO (alpha / beta): -11.863 / -11.401 eV

CARTESIAN COORDINATES (ANGSTROEM)
C1 0.44866 1.19060 0.71699
C2 -0.92777 -0.66714 0.95029
C3 -0.07637 0.05803 0.08055
N1 0.67585 2.12932 1.33275
N2 -1.72123 -1.11872 1.64244
N3 0.73092 -0.73141 -0.89477
O1 0.11778 -1.21734 -1.79425
O2 1.92218 -0.77018 -0.81221
H1 -1.17003 1.12686 -1.22178

***

Which structure is most stable, and how do the rest compare? From most to least stable: (a), (b).

***

(a)
Molecular formula: C30H90O15
Method: DFT, ωB97M-V/def2-TZVPD

lowest unoccupied orbital energy: 0.6502 eV
E_HOMO: -9.630 eV

CARTESIAN COORDINATES (ANGSTROEM)
C1 1.84126 -0.33954 -3.87900
C2 2.24030 0.96428 -3.16553
O1 1.22536 1.41252 -2.22979
H1 0.89979 -0.16925 -4.36235
H2 1.81996 -1.17033 -3.20294
H3 2.53547 -0.49273 -4.70639
H4 2.32022 1.81841 -3.85217
H5 3.25835 0.76714 -2.74806
H6 1.11386 0.64572 -1.60332
C3 0.80778 0.77755 6.21923
C4 0.18456 0.09862 5.03489
O2 -0.70141 -0.96808 5.38690
H7 0.01894 0.90727 6.98838
H8 0.93458 1.84439 5.88033
H9 1.71496 0.41499 6.63981
H10 1.02998 -0.24690 4.35794
H11 -0.48519 0.72707 4.44544
H12 -0.17987 -1.67193 5.70910
C5 -1.39432 2.71621 -5.15859
C6 -1.81849 1.84089 -3.98357
O3 -1.42817 2.26429 -2.68315
H13 -1.69383 2.19354 -6.02143
H14 -0.32558 2.92409 -5.06781
H15 -1.90288 3.70415 -5.18341
H16 -1.38913 0.88507 -4.22609
H17 -2.88550 1.80801 -3.89847
H18 -0.51488 1.95390 -2.48507
C7 -3.67086 1.22925 3.66608
C8 -3.41131 2.02497 2.34194
O4 -2.09517 2.59991 2.25751
H19 -3.55106 1.94789 4.50980
H20 -2.88853 0.38577 3.81565
H21 -4.63821 0.75274 3.59997
H22 -4.18984 2.77740 2.30870
H23 -3.50294 1.35467 1.46909
H24 -2.06558 3.03584 1.38282
C9 -5.29994 -1.54708 -1.80121
C10 -3.93816 -1.25734 -1.12596
O5 -3.48291 -2.45952 -0.50658
H25 -6.01760 -1.83716 -1.03593
H26 -5.08617 -2.27983 -2.56339
H27 -5.61737 -0.60444 -2.29480
H28 -4.15924 -0.44518 -0.43407
H29 -3.14257 -0.91810 -1.83359
H30 -3.60766 -2.49340 0.49314
C11 -2.68269 5.43312 -2.04916
C12 -2.38270 4.84589 -0.58825
O6 -2.68982 3.46550 -0.51032
H31 -2.07430 4.97005 -2.77748
H32 -2.26489 6.43853 -2.11735
H33 -3.74803 5.48874 -2.33170
H34 -2.97908 5.42737 0.09543
H35 -1.28890 4.97761 -0.40441
H36 -2.23728 3.01720 -1.24911
C13 3.44319 2.37239 -0.07108
C14 3.42217 0.96998 0.44422
O7 2.84129 0.88859 1.77855
H37 2.40323 2.68341 -0.25062
H38 4.00880 2.48205 -1.00873
H39 3.89620 3.00625 0.66389
H40 4.41830 0.59009 0.47879
H41 2.90709 0.17901 -0.17712
H42 2.15571 1.51229 1.98116
C15 1.54317 5.01937 -2.68917
C16 2.16930 5.13668 -4.12261
O8 3.09555 4.07953 -4.33033
H43 0.63427 5.60784 -2.61658
H44 2.24506 5.27350 -1.93282
H45 1.28827 3.96007 -2.55714
H46 2.60599 6.13583 -4.31927
H47 1.24266 5.08327 -4.80092
H48 3.38064 3.98477 -5.27633
C17 3.67326 -3.51678 3.68317
C18 2.90605 -2.41154 3.09734
O9 3.18765 -2.32073 1.70054
H49 3.48904 -3.58883 4.75962
H50 4.76885 -3.34690 3.57829
H51 3.37816 -4.47687 3.12831
H52 3.12478 -1.51075 3.64067
H53 1.87611 -2.69360 3.27987
H54 2.76283 -1.49847 1.45057
C19 0.05929 -3.26147 -3.91495
C20 -1.15975 -2.67656 -3.18481
O10 -1.08527 -2.73779 -1.75805
H55 -0.23231 -4.02203 -4.64513
H56 0.73655 -3.70124 -3.21442
H57 0.65046 -2.55935 -4.55710
H58 -2.02406 -3.26534 -3.44601
H59 -1.29452 -1.61597 -3.43755
H60 -2.01847 -2.76068 -1.46643
C21 1.87869 4.66592 2.53823
C22 0.65648 4.02731 3.05577
O11 0.60739 2.70693 2.58187
H61 2.72535 3.95839 2.64006
H62 2.14613 5.58724 3.08871
H63 1.71060 5.06774 1.53700
H64 -0.36917 4.42340 2.76023
H65 0.64517 4.00564 4.12795
H66 -0.32436 2.40320 2.55690
C23 5.35403 -2.35543 -2.32578
C24 4.68932 -3.15370 -1.20424
O12 3.29197 -2.99882 -1.21909
H67 5.03609 -1.29274 -2.27317
H68 4.94662 -2.70372 -3.30608
H69 6.40399 -2.34337 -2.28436
H70 4.97982 -2.81844 -0.15387
H71 4.91450 -4.18743 -1.28113
H72 3.01594 -2.83155 -0.27750
C25 -0.61790 -6.77668 -1.19696
C26 -0.60278 -5.86438 -0.00632
O13 -1.81501 -5.05292 0.09963
H73 -1.43259 -7.47268 -1.09460
H74 0.33971 -7.24309 -1.35496
H75 -0.85855 -6.17331 -2.08366
H76 0.26675 -5.15436 -0.06672
H77 -0.50176 -6.52544 0.84099
H78 -1.56154 -4.42214 -0.54552
C27 -3.44388 -4.06909 4.38994
C28 -2.66289 -3.11838 3.44210
O14 -3.15265 -3.21213 2.07514
H79 -3.18866 -5.09274 4.06009
H80 -4.56198 -4.01381 4.39977
H81 -3.06281 -3.96708 5.38191
H82 -1.62191 -3.40122 3.39908
H83 -2.74466 -2.02931 3.71693
H84 -2.72524 -4.00182 1.60983
C29 -0.38032 -0.54658 1.84031
C30 -0.52449 -0.00197 0.44803
O15 0.37837 -0.62593 -0.48691
H85 0.66608 -0.37008 2.11121
H86 -0.53960 -1.61236 1.97591
H87 -0.84368 0.09534 2.54273
H88 -0.38523 1.08471 0.38074
H89 -1.52349 -0.25535 0.16104
H90 -0.22072 -1.27755 -1.01080

***

(b)
Molecular formula: C30H90O15
Method: DFT, ωB97M-V/def2-TZVPD

lowest unoccupied orbital energy: 0.0967 eV
E_HOMO: -9.359 eV

CARTESIAN COORDINATES (ANGSTROEM)
C1 -4.58675 1.09760 1.47680
C2 -5.68988 1.23077 0.45867
O1 -6.84762 1.85692 1.00557
H1 -4.22721 2.07752 1.79589
H2 -3.72642 0.61906 1.00368
H3 -4.87178 0.55667 2.38008
H4 -5.99876 0.26893 0.03934
H5 -5.25638 1.83271 -0.34991
H6 -7.46097 2.01332 0.28271
C3 -2.18364 4.29269 2.79542
C4 -2.45867 5.78088 2.57346
O2 -3.71303 6.12150 3.15304
H7 -3.10515 3.75477 2.57643
H8 -1.88293 4.05876 3.81931
H9 -1.40199 3.92285 2.12704
H10 -2.48970 5.94622 1.49814
H11 -1.65073 6.38009 3.00167
H12 -3.68231 5.82328 4.06767
C5 -3.31414 -2.99986 2.98261
C6 -1.97759 -2.28474 2.83588
O3 -1.81314 -1.89710 1.48514
H13 -3.42823 -3.84422 2.30213
H14 -4.14709 -2.33228 2.75203
H15 -3.41710 -3.33707 4.01427
H16 -1.17602 -2.94752 3.18450
H17 -1.92376 -1.45494 3.54814
H18 -0.96927 -1.40805 1.41894
C7 -3.70422 1.65079 -4.06678
C8 -3.13900 0.75002 -2.97475
O4 -4.13437 -0.25421 -2.76212
H19 -2.95507 2.38271 -4.37825
H20 -4.54707 2.22204 -3.66803
H21 -4.14444 1.10304 -4.89826
H22 -3.08417 1.30255 -2.02596
H23 -2.18088 0.27193 -3.19904
H24 -3.90218 -0.70938 -1.93215
C9 0.58949 4.84938 -0.18168
C10 0.69641 6.09038 0.68579
O5 2.05856 6.46922 0.82502
H25 1.17647 3.99559 0.16061
H26 0.97947 5.11436 -1.16480
H27 -0.43648 4.47786 -0.26350
H28 0.30309 5.96747 1.70319
H29 0.18107 6.95215 0.25837
H30 2.49309 5.99570 1.56691
C11 2.58731 -0.74756 5.49546
C12 1.35416 -1.35165 4.82791
O6 0.39838 -1.75408 5.79464
H31 3.24666 -0.36643 4.71540
H32 3.05518 -1.51924 6.10723
H33 2.27912 0.03920 6.18635
H34 1.67450 -2.19151 4.20969
H35 0.93506 -0.61982 4.12786
H36 -0.11768 -0.99402 6.07236
C13 -0.95852 -2.30484 -2.67062
C14 0.00060 -3.42135 -3.02676
O7 -0.12821 -3.74204 -4.40959
H37 -1.96914 -2.57215 -2.97522
H38 -0.64986 -1.37546 -3.14862
H39 -0.97503 -2.05586 -1.60677
H40 -0.11478 -4.31777 -2.40977
H41 1.02041 -3.05124 -2.87883
H42 -0.06868 -4.69026 -4.53466
C15 -0.28323 0.89425 -0.10972
C16 0.90541 0.01073 0.25415
O8 0.64783 -0.61456 1.52093
H43 -1.15364 0.25593 -0.25757
H44 -0.05158 1.45144 -1.01844
H45 -0.46062 1.61079 0.69478
H46 1.84872 0.56002 0.27829
H47 0.93119 -0.76309 -0.52571
H48 1.51223 -0.94267 1.83729
C17 3.53179 -3.45969 -1.79824
C18 3.22688 -4.64436 -2.68762
O9 4.47656 -5.28393 -2.94870
H49 3.96343 -3.80457 -0.85718
H50 2.62301 -2.91022 -1.55634
H51 4.27296 -2.80774 -2.26049
H52 2.73596 -4.30737 -3.60655
H53 2.59963 -5.38920 -2.18583
H54 4.35883 -6.20836 -3.17491
C19 -4.80058 -3.40608 -2.13847
C20 -3.81561 -3.37763 -0.97323
O10 -3.50658 -2.04422 -0.63992
H55 -4.27273 -3.08598 -3.03614
H56 -5.65926 -2.78284 -1.89392
H57 -5.17523 -4.41221 -2.33284
H58 -2.92504 -3.94785 -1.26594
H59 -4.27905 -3.92195 -0.14172
H60 -2.91631 -2.03493 0.14369
C21 1.35454 3.44304 -3.57745
C22 -0.13488 3.26864 -3.45289
O11 -0.84934 4.05207 -4.41561
H61 1.69710 4.41725 -3.22401
H62 1.69528 3.27916 -4.60173
H63 1.93669 2.69873 -3.02406
H64 -0.53337 3.56480 -2.47412
H65 -0.40203 2.20802 -3.52090
H66 -1.19478 4.80915 -3.94041
C23 3.04901 2.80543 2.24848
C24 2.65047 3.92351 3.20414
O12 3.32382 5.12541 2.80460
H67 3.01005 3.09198 1.19841
H68 2.44721 1.89844 2.36506
H69 4.08034 2.47204 2.40382
H70 2.82374 3.67306 4.25071
H71 1.59116 4.14357 3.06048
H72 4.25579 5.01147 3.02212
C25 3.65271 0.16896 -4.42381
C26 2.56549 -0.30880 -3.47985
O13 1.27043 0.10141 -3.86795
H73 4.61627 -0.31058 -4.20794
H74 3.82568 1.24231 -4.44987
H75 3.50825 -0.23816 -5.43181
H76 2.82671 0.08859 -2.49603
H77 2.66118 -1.39548 -3.40748
H78 1.02119 -0.37630 -4.66688
C27 0.62278 -4.18047 0.81548
C28 1.50138 -5.32030 1.29400
O14 2.70582 -4.77216 1.85503
H79 -0.28732 -4.59677 0.38231
H80 1.08926 -3.49821 0.10824
H81 0.35204 -3.60307 1.70065
H82 1.74736 -6.02474 0.49077
H83 0.97029 -5.92036 2.03873
H84 3.25135 -5.51817 2.12500
C29 4.87611 -0.39607 1.58434
C30 4.05463 -1.50468 0.97390
O15 3.05724 -2.02156 1.84397
H85 5.74211 -0.76212 2.14054
H86 4.28632 0.12089 2.34515
H87 5.23994 0.24157 0.77972
H88 4.76316 -2.29496 0.70213
H89 3.52546 -1.17470 0.07196
H90 2.99940 -2.98978 1.74411

***

Which structure is most stable, and how do the rest compare? From most to least stable: (b), (a).